Entry 1:
{"formula": "C27H41BN2O10", "method": "wB97M-V/def2-TZVPD", "elements": ["O", "O", "H", "H", "O", "O", "H", "H", "C", "O", "C", "H", "C", "C", "C", "C", "H", "C", "C", "C", "H", "O", "H", "H", "H", "H", "H", "H", "H", "H", "H", "C", "O", "C", "H", "H", "H", "H", "H", "H", "H", "C", "H", "B", "H", "H", "H", "O", "C", "H", "H", "H", "H", "N", "C", "C", "H", "H", "H", "C", "C", "C", "C", "O", "C", "N", "H", "H", "H", "C", "C", "C", "H", "H", "O", "H", "C", "C", "H", "C", "C"], "positions_angstrom": [[-4.848582, 3.603129, -3.078114], [5.045277, -2.122983, 2.757848], [5.042638, -3.768343, -1.893229], [-3.304401, 1.727333, -1.195573], [1.197404, -1.889001, 2.495808], [-6.454480, 4.016552, 2.195398], [4.721484, -2.021910, -1.400934], [4.426602, -0.352330, -0.069915], [-2.444559, -0.980858, -1.340323], [-1.617692, -1.793438, -1.683567], [6.874061, -2.555302, -1.581241], [0.809100, -1.592289, 6.951950], [-4.210722, 0.034825, -0.175905], [6.636075, -4.326543, 0.632627], [-6.928187, 3.245271, 0.024974], [3.347002, -5.141695, -0.130207], [-0.186304, -2.648056, 5.570244], [0.660178, -2.392807, 0.118956], [1.879222, -4.695927, -0.655648], [-7.404444, 4.917666, 1.616299], [1.494107, 0.091941, 5.196117], [-3.199465, 4.655733, -1.921340], [5.011981, 0.931795, 1.126056], [-6.288846, 3.047334, -0.836418], [-2.726084, 3.197510, -4.715051], [3.174557, -6.130826, 0.454660], [1.668303, -5.213480, -1.671399], [2.671404, -2.500901, -0.847496], [-2.027804, 6.269760, -2.439558], [-8.399441, 4.667295, 1.996706], [1.264055, -2.953018, -1.961091], [5.354582, -2.950588, -1.159339], [-0.600409, -0.405426, 2.939950], [-7.291130, 4.710350, 0.124554], [-0.747106, 4.994794, -4.081108], [0.029583, -3.183003, 0.688796], [7.352917, 0.621587, -0.547268], [-3.212742, -1.761351, 0.512671], [4.336923, -4.733536, 1.841106], [3.282399, -3.327276, 1.325006], [-1.234378, 5.061622, -1.403795], [-1.914954, 5.198715, -2.246213], [-4.737245, 1.060602, -2.011367], [5.575014, -2.078055, 1.394712], [1.043148, -5.021907, 0.080983], [-6.472597, 5.318844, -0.273551], [5.953349, 0.486006, -1.810576], [6.256637, -0.862594, 1.018260], [4.022660, -4.118034, 0.908000], [-0.985960, 3.499612, -3.167984], [1.035871, -0.271550, 1.014834], [4.593446, -1.277089, 2.974364], [-2.225430, -0.267268, 0.653059], [7.543076, -5.110560, 0.731992], [0.479229, -1.762690, 5.862432], [-2.766176, 4.143899, -4.175457], [-4.473505, 0.676972, 0.667121], [-5.063267, -0.622417, -0.378686], [-7.162919, 5.942085, 1.906088], [-3.735723, 4.073118, -3.028405], [1.705535, -3.112901, -0.900858], [-3.854664, 0.808211, -1.420755], [-2.970797, -0.800926, 0.057084], [-5.485445, 2.066224, 1.561813], [5.357906, -3.379027, 0.389980], [7.994666, -2.126834, -1.732921], [-0.119441, -1.753630, -0.460505], [3.991729, -5.424897, -1.030866], [6.158975, 2.010838, -0.695623], [5.371484, 0.104211, 0.392432], [-6.188377, 3.015167, 1.313996], [1.377213, -1.359269, 1.145996], [2.525633, -1.349069, 0.957450], [-3.061891, 4.957308, -4.842486], [-3.001442, -0.062833, -2.175230], [-8.200974, 4.974843, -0.417290], [6.240433, 0.862490, -0.752536], [-1.460396, 4.439121, -3.469757], [-7.814486, 2.606245, 0.003788], [0.437429, -1.015169, 3.321432], [0.879178, -0.821403, 4.854039]], "forces_ev_per_a": [[0.8, 0.4, 0.6], [0.1, 0.2, -3.0], [0.4, 1.0, 1.3], [0.0, 0.0, 0.0], [-0.9, 3.0, 1.6], [0.4, -0.5, -0.1], [1.0, -1.4, 0.6], [1.3, 0.4, 0.7], [0.6, -0.5, 0.0], [-0.9, 0.7, -0.7], [2.8, 1.9, 0.3], [-0.7, -0.4, -2.0], [-0.3, 0.0, 0.7], [1.7, -2.3, -0.3], [0.1, 0.4, -0.3], [-1.1, -0.7, 0.6], [1.2, 1.4, 0.7], [-0.2, 1.0, -0.2], [0.0, 0.4, -0.3], [-0.3, 0.5, 0.1], [-1.1, -1.5, -1.1], [-0.5, -0.4, -0.2], [0.6, -1.7, -0.8], [-0.1, -0.3, 0.1], [-0.3, 0.2, -0.1], [0.4, 1.6, -1.1], [0.4, 0.7, 1.8], [-1.1, -1.1, -0.2], [0.0, -0.1, 0.0], [0.1, 0.0, 0.0], [0.9, -0.3, 1.7], [2.1, 0.5, -1.1], [4.2, -2.3, 0.8], [-0.2, 0.4, -0.6], [0.0, 0.0, 0.1], [1.3, 1.4, -0.7], [-1.9, 0.2, -0.4], [0.4, 0.1, 0.0], [-0.5, 1.2, -1.6], [1.2, -1.4, -1.0], [-0.3, 0.0, 0.1], [0.5, 0.3, 0.2], [0.3, 0.0, -0.2], [0.2, 1.5, 1.9], [1.6, 0.4, -1.2], [-0.1, -0.1, 0.0], [0.6, 0.7, 1.8], [-2.4, -1.4, -0.1], [0.1, -0.7, 0.5], [0.0, 0.1, 0.0], [0.1, -1.8, 0.5], [0.9, -0.6, 0.0], [0.1, -0.2, 0.1], [-4.3, 3.8, -0.3], [0.9, 2.4, -2.6], [0.5, -0.2, 0.0], [0.1, -0.3, -0.4], [0.1, 0.1, 0.0], [0.1, -0.2, 0.2], [-1.2, -0.3, -0.4], [-1.2, 0.6, -0.3], [-0.5, 0.4, 0.1], [-0.5, 0.0, -0.1], [-0.5, 1.2, 0.5], [1.1, -0.6, 0.6], [-5.9, -2.4, 0.6], [1.7, -1.5, 0.9], [-0.7, 0.6, 1.4], [-0.2, -1.8, -0.1], [0.4, 2.0, -1.0], [0.3, -0.9, 0.1], [0.4, -1.0, -1.4], [-1.8, -0.1, 0.4], [-0.1, -0.1, 0.0], [0.5, -0.6, 0.0], [0.1, 0.0, 0.1], [0.3, -0.2, 0.1], [0.6, -0.1, -0.3], [0.1, -0.1, 0.0], [-2.6, 1.4, 0.1], [-0.7, -2.9, 2.2]], "lowdin_charge": [0.10, 0.10, 0.12, 0.13, -0.07, 0.04, 0.11, 0.10, -0.46, 0.07, -0.16, 0.07, -0.16, -0.13, -0.07, -0.17, 0.08, -0.13, -0.18, -0.16, 0.11, 0.02, 0.13, 0.11, 0.13, 0.12, 0.11, 0.08, 0.13, 0.13, 0.12, -0.08, 0.05, -0.16, 0.12, 0.13, 0.09, 0.13, 0.14, 0.11, 0.13, -0.16, 0.12, -0.46, 0.11, 0.12, 0.08, -0.01, -0.13, 0.12, 0.14, 0.11, 0.12, 0.15, 0.01, -0.08, 0.08, 0.13, 0.13, -0.48, -0.18, -0.16, -0.07, 0.10, -0.26, 0.13, 0.08, 0.10, 0.08, -0.24, -0.45, -0.16, 0.10, 0.14, 0.03, 0.12, -0.08, -0.16, 0.14, -0.37, -0.05], "total_energy_ev": -52791.7993, "lumo_ev": 0.201, "gap_ev": 10.1, "fmax_ha_per_bohr": 0.1245}

Entry 2:
{"formula": "C27H41BrN2OS2SbSc", "method": "wB97M-V/def2-TZVPD", "elements": ["H", "H", "C", "H", "C", "H", "H", "C", "C", "H", "C", "H", "Sc", "O", "H", "Br", "H", "C", "H", "H", "H", "C", "C", "C", "H", "H", "C", "H", "H", "C", "C", "H", "C", "H", "H", "C", "C", "C", "H", "H", "H", "C", "H", "S", "H", "H", "C", "H", "C", "C", "H", "N", "H", "C", "H", "H", "H", "C", "H", "H", "H", "H", "H", "C", "H", "H", "N", "C", "S", "H", "H", "C", "C", "H", "C", "Sb"], "positions_angstrom": [[-5.639025, 2.226511, 1.252260], [-5.401694, -0.936222, 3.369465], [4.343139, 0.211307, -0.396130], [-1.741747, 4.968454, 3.791813], [1.740299, -1.076671, -1.177781], [-3.141396, 3.538389, 5.354490], [-0.444738, -3.098766, -2.872143], [-3.322120, 2.802674, 4.565135], [3.032874, -4.358043, -4.928055], [4.251595, 0.605106, -3.109080], [1.240135, 5.272610, 2.876901], [1.063664, -6.166118, -4.551285], [0.395726, 0.775329, 0.878762], [1.643550, -0.176699, -0.200574], [2.953012, -5.114831, -5.710856], [-1.042626, -1.154736, -0.729195], [-5.423926, 3.635007, 0.224245], [-2.715097, -0.901933, 3.737374], [-4.394702, 2.131965, -1.511515], [-5.050791, 0.721547, 3.844619], [5.375197, 0.543473, -0.265459], [-4.946496, 3.028704, 1.000560], [5.240977, -2.001714, -1.044499], [1.099777, -5.402308, -3.770815], [5.883513, 0.197008, -2.562306], [-4.398234, 0.696436, -0.491027], [1.687888, -3.029973, -3.236716], [4.990472, -0.928253, -3.587211], [-4.829859, 3.657115, 1.883327], [1.646873, -4.086750, -4.342004], [2.933197, -1.437126, -1.814987], [-5.575655, 0.366330, 2.200049], [1.180901, 2.863501, 2.480642], [-2.994020, 4.668792, 2.591417], [3.989844, -0.175187, 0.558046], [0.567016, -1.709790, -1.609575], [-4.965751, 0.008211, 3.026739], [4.319835, -0.855756, -1.495172], [-3.501605, -0.890162, 1.750909], [-1.299481, 4.369253, 2.192425], [-2.886452, 1.277039, -1.193622], [1.460168, 3.722176, 4.749161], [6.237011, -1.610138, -0.823972], [0.899409, 3.163464, 0.773688], [-2.651540, -0.269651, 4.625360], [-1.696141, -1.137080, 3.431048], [0.731255, -3.605866, -5.476658], [5.346019, -2.771838, -1.811105], [-2.046953, 4.294892, 2.986761], [1.304352, 3.922452, 3.342660], [3.725076, -4.735187, -4.171471], [1.583305, 3.555284, 5.881902], [0.694779, -4.352458, -6.273720], [2.854506, -2.404963, -2.822579], [-3.391192, 1.824048, 5.039908], [-4.291088, 3.034132, 4.117044], [-0.290406, -3.440037, -5.128826], [0.505713, -2.657583, -2.599167], [3.780088, -2.680479, -3.307983], [-2.987414, 3.332777, 0.191136], [1.099958, -2.668997, -5.900236], [-1.260232, 2.586656, 4.018254], [-3.199176, -1.836468, 4.034439], [-3.513790, -0.225159, 2.620584], [3.464116, -3.460023, -5.377046], [0.089117, -5.280987, -3.375759], [1.184233, 6.363999, 2.514470], [-2.195264, 2.879347, 3.539747], [1.284860, 1.221370, 3.107337], [4.853439, -2.474384, -0.139251], [3.739634, 1.079684, -0.654288], [-3.618841, 2.487297, 0.477255], [4.891813, -0.212188, -2.769450], [1.736605, -5.767141, -2.962033], [-3.827932, 1.595352, -0.745390], [-2.359555, 1.463971, 1.909010]], "forces_ev_per_a": [[0.0, 0.0, 0.0], [0.0, 0.0, 0.0], [0.0, 0.0, 0.0], [0.0, 0.0, 0.0], [-0.1, 0.0, 0.0], [0.0, 0.0, 0.0], [0.0, 0.0, 0.0], [0.0, 0.0, 0.0], [0.0, 0.0, 0.0], [0.0, 0.0, 0.0], [0.0, 0.1, 0.0], [0.0, 0.0, 0.0], [0.2, 0.4, 0.2], [0.0, -0.1, -0.1], [0.0, 0.0, 0.0], [0.0, 0.0, 0.1], [0.0, 0.0, 0.0], [-0.1, 0.1, 0.0], [0.0, 0.0, 0.0], [0.0, 0.0, 0.0], [0.0, 0.0, 0.0], [0.0, 0.0, 0.0], [0.0, 0.0, 0.0], [0.0, 0.0, 0.0], [0.0, 0.0, 0.0], [0.0, 0.0, 0.0], [0.0, 0.0, 0.0], [0.0, 0.0, 0.0], [0.0, 0.0, 0.0], [0.0, 0.0, 0.0], [0.0, 0.0, 0.0], [0.0, 0.0, 0.0], [0.0, 0.0, 0.1], [0.0, 0.0, 0.0], [0.0, 0.0, 0.0], [0.1, 0.0, -0.1], [0.1, 0.0, 0.0], [0.1, 0.0, 0.0], [0.0, 0.0, 0.0], [-0.1, 0.0, 0.1], [0.0, 0.0, 0.0], [0.1, 0.0, 0.1], [0.0, 0.0, 0.0], [0.0, -0.2, 0.0], [0.0, 0.0, 0.0], [0.1, 0.0, 0.0], [0.0, 0.0, 0.0], [0.0, 0.0, 0.0], [0.0, 0.0, -0.1], [0.0, 0.0, -0.1], [0.0, 0.0, 0.0], [-0.1, 0.0, -0.1], [0.0, 0.0, 0.0], [0.1, 0.0, 0.0], [0.0, 0.0, 0.0], [0.0, 0.0, 0.0], [0.0, 0.0, 0.0], [-0.1, 0.0, 0.0], [0.0, 0.0, 0.0], [0.0, 0.0, 0.0], [0.0, 0.0, 0.0], [0.1, 0.0, 0.0], [0.0, 0.0, 0.0], [0.0, -0.1, 0.0], [0.0, 0.0, 0.0], [0.0, 0.0, 0.0], [0.0, -0.1, 0.0], [-0.1, 0.0, 0.0], [-0.1, 0.0, -0.1], [0.0, 0.0, 0.0], [0.0, 0.0, 0.0], [0.0, 0.0, 0.0], [0.0, 0.0, 0.0], [0.0, 0.0, 0.0], [-0.1, 0.0, 0.1], [-0.1, 0.1, 0.0]], "lowdin_charge": [0.06, 0.08, -0.05, 0.09, -0.34, 0.09, 0.11, -0.13, -0.06, 0.09, -0.26, 0.09, 0.32, -0.30, 0.09, 0.87, 0.08, -0.15, 0.08, 0.06, 0.09, -0.13, -0.04, -0.05, 0.09, 0.07, -0.16, 0.08, 0.05, -0.56, -0.07, 0.05, -1.09, 0.07, 0.09, -0.51, -0.13, -0.53, 0.07, 0.03, 0.03, -0.26, 0.09, 0.59, 0.07, 0.06, -0.05, 0.08, -0.14, -0.40, 0.09, 0.17, 0.09, 0.03, 0.06, 0.07, 0.08, -0.08, 0.09, 0.08, 0.09, 0.05, 0.08, -0.56, 0.09, 0.08, 0.17, -0.54, 0.58, 0.09, 0.08, -0.56, -0.04, 0.09, -0.16, 1.48], "total_energy_ev": -152645.7012, "lumo_ev": -0.216, "gap_ev": 8.1, "fmax_ha_per_bohr": 0.0093}